DFT (wB97M-V/def2-TZVPD) results for a molecular structure, C33H38N3SSnTe.

The calculation puts the LUMO energy (alpha / beta) at -10.402 / -11.016 eV. As for the total charge: +3. Its frontier orbital gap (alpha / beta) is 5.4 / 4.6 eV.

Positions of all 77 atoms, in Å:
Sn: -0.52662 1.23543 0.49134
C: -0.32383 0.44655 4.24365
C: -0.79250 1.57263 3.35832
C: -2.13399 1.60520 2.92078
C: -3.16378 0.69256 3.53926
C: -2.55591 2.59308 2.00520
C: -3.97372 2.55405 1.50157
C: -1.67223 3.64022 1.65115
C: -2.13126 4.78564 0.78897
C: -0.36571 3.66978 2.18176
C: 0.56074 4.79558 1.81395
C: 0.07683 2.64155 3.02880
C: 1.45129 2.71831 3.63917
H: -0.47628 0.67828 5.30020
H: 0.73744 0.24776 4.10888
H: -0.86447 -0.47314 4.02914
H: -3.46621 -0.14571 2.91080
H: -4.06527 1.26296 3.75845
H: -2.80813 0.28258 4.47944
H: -4.63803 3.10736 2.16997
H: -4.35101 1.53440 1.45706
H: -4.07652 2.98877 0.51136
H: -1.62855 4.80040 -0.18121
H: -1.89116 5.73155 1.27478
H: -3.20102 4.77856 0.61481
H: 0.45941 5.63143 2.51153
H: 0.34676 5.18723 0.82195
H: 1.60352 4.48812 1.83426
H: 2.23288 2.39354 2.94551
H: 1.53204 2.11730 4.53908
H: 1.68840 3.74334 3.91654
N: 3.49298 0.07446 -2.01724
C: 4.51911 -0.52311 -1.28983
C: 5.75879 -0.74142 -1.87792
C: 6.75623 -1.33320 -1.13164
C: 6.53758 -1.71868 0.20184
C: 5.31643 -1.50784 0.79331
C: 4.29149 -0.90038 0.04806
S: 2.77639 -0.61518 0.78550
N: 1.84510 0.09891 -0.35920
C: 2.25185 0.35501 -1.57335
C: 1.29929 1.01675 -2.51152
C: 1.57735 1.20788 -3.85356
C: 0.62903 1.84199 -4.65480
C: -0.55585 2.25964 -4.08435
C: -0.75242 2.02558 -2.72833
N: 0.14265 1.41510 -1.95995
H: 3.72384 0.34896 -2.96173
H: 5.94040 -0.45276 -2.90520
H: 7.72620 -1.50601 -1.57756
H: 7.33931 -2.18197 0.75920
H: 5.13610 -1.80109 1.81958
H: 2.49373 0.87450 -4.31968
H: 0.82673 2.00164 -5.70598
H: -1.32278 2.75260 -4.66499
H: -1.67363 2.34267 -2.24922
C: -1.85481 -6.54077 -3.04330
C: -1.77899 -5.29477 -2.22654
C: -1.64475 -4.03924 -2.83254
C: -1.61924 -2.87572 -2.09762
C: -1.51408 -1.57124 -2.81931
C: -1.73652 -2.95376 -0.67827
Te: -2.07945 -1.32803 0.51307
C: -1.85051 -4.23552 -0.04168
C: -1.98633 -4.40919 1.44241
C: -1.85983 -5.36264 -0.83293
H: -1.62435 -6.35436 -4.08967
H: -2.86470 -6.95376 -2.98317
H: -1.17064 -7.29674 -2.65610
H: -1.57683 -3.98732 -3.91166
H: -1.19814 -1.73408 -3.84852
H: -0.79507 -0.92021 -2.32593
H: -2.47396 -1.04923 -2.84101
H: -1.32073 -3.75872 2.00746
H: -1.76269 -5.43829 1.71459
H: -3.00886 -4.20056 1.76603
H: -1.93853 -6.33524 -0.36322


DFT (wB97M-V/def2-TZVPD) results for a molecular structure, C33H38N4SSc.

The calculation puts the LUMO energy (alpha / beta) at 2.434 / 2.402 eV. As for the total charge: -1. Its frontier orbital gap (alpha / beta) is 3.9 / 3.4 eV.

Positions of all 77 atoms, in Å:
Sc: -0.14358 0.25739 -0.30892
N: -0.06813 1.90434 1.22733
N: 1.47644 1.66164 -1.27361
C: -0.11639 -1.85927 -1.54004
C: -0.80417 -0.86243 -2.30994
C: -1.99465 -0.49184 -1.58820
C: -3.01956 0.45921 -2.09515
H: -2.58759 1.09888 -2.87586
H: -3.38445 1.11846 -1.29520
H: -3.88392 -0.07246 -2.53020
C: -2.01142 -1.24178 -0.35493
C: -3.03143 -1.20191 0.72391
H: -4.04560 -1.36653 0.33360
H: -3.02376 -0.22456 1.22934
H: -2.81414 -1.97386 1.47301
C: -0.82749 -2.04748 -0.31231
C: -0.39818 -2.92957 0.80587
H: -0.66840 -2.49105 1.77574
H: 0.68982 -3.08087 0.78609
H: -0.87281 -3.92086 0.74259
C: -0.37737 -0.28995 -3.61590
H: -1.05545 -0.61262 -4.41953
H: 0.64100 -0.60500 -3.86995
H: -0.38449 0.80955 -3.60358
C: 1.07557 -2.64658 -1.95016
H: 1.86427 -2.57961 -1.18768
H: 1.48383 -2.27598 -2.89471
H: 0.82743 -3.71394 -2.07337
C: -0.35865 2.29136 2.47932
H: -0.32192 1.52886 3.26378
C: -0.68937 3.62088 2.73963
H: -0.91089 3.91180 3.75852
C: -0.74766 4.54390 1.69139
H: -0.97231 5.58598 1.89748
C: -0.55397 4.10660 0.39441
H: -0.71269 4.74322 -0.47513
C: -0.13527 2.77216 0.18815
C: 0.22129 2.27904 -1.12875
H: -0.09778 2.84663 -1.99947
C: 1.93358 0.65210 -0.42400
C: 2.41676 1.90189 -2.28693
H: 2.24217 2.66131 -3.02423
C: 3.47193 1.11317 -2.02492
H: 4.41514 1.01620 -2.53177
N: 3.17578 0.36581 -0.88244
C: 3.89700 -0.73515 -0.35100
C: 4.35942 -1.75512 -1.20626
C: 4.82596 -2.94056 -0.62310
H: 5.18132 -3.74489 -1.27212
C: 4.81169 -3.12953 0.76022
C: 5.25087 -4.42505 1.37067
H: 4.40402 -4.94779 1.83644
H: 6.00055 -4.25253 2.15310
H: 5.68243 -5.08057 0.60885
C: 4.36420 -2.09265 1.58548
H: 4.37356 -2.22036 2.67168
C: 3.89686 -0.89219 1.04697
C: 3.43733 0.21120 1.93873
H: 4.05092 1.11634 1.82395
H: 3.52546 -0.11775 2.97951
H: 2.38765 0.48941 1.75903
C: 4.33003 -1.66015 -2.70213
H: 5.21421 -1.12875 -3.08675
H: 3.43241 -1.16677 -3.09714
H: 4.35473 -2.67318 -3.12862
S: -3.24472 2.41877 0.96136
C: -4.83196 2.18876 1.47360
N: -5.29872 2.99328 2.49733
C: -6.50856 2.81728 3.10225
C: -7.35595 1.82070 2.65460
C: -6.97323 1.05015 1.54415
C: -5.73253 1.24333 0.94809
H: -4.66466 3.72499 2.81389
H: -6.72898 3.49703 3.92426
H: -8.30840 1.65640 3.15370
H: -7.65797 0.30607 1.13565
H: -5.39645 0.66706 0.09033


Across the entries above, calculated total energy takes the values -2324.13708, -2658.19522 Ha, respectively.
Across the entries above, F_max takes the values 0.008, 0.046 hartree/bohr, respectively.